A structure of composition C20H11F6N8O4ReS4, computed with ωB97M-V/def2-TZVPD.

Calculated values
Relative energy (zero: lowest compared OMol25 entry of this formula, charge and spin) (kJ/mol): 283.9
Gap between HOMO and LUMO (spin up / spin down) (eV): 6.59 / 6.21
Net charge: +1
Lowest unoccupied orbital energy (spin up / spin down) (eV): -4.0 / -4.0
HOMO (spin up / spin down) (eV): -10.6 / -10.2
<S²>: 0.8059
Multiplicity: 2

XYZ file:
```
54
C20H11F6N8O4ReS4 (ωB97M-V/def2-TZVPD)
Re -0.46296 0.11345 -1.13237
N 0.36550 2.80160 2.05081
C 0.53248 1.94777 1.06012
N -0.34852 1.76309 0.10030
C -1.55552 2.50112 0.10209
N -2.41073 2.29828 -0.83599
N -1.92148 1.32798 -1.69866
C -2.30759 1.34533 -2.95205
C -1.42254 0.62196 -3.79660
C -1.56151 0.45737 -5.18143
C -0.55759 -0.14791 -5.88913
C 0.59439 -0.58352 -5.21537
C 0.68636 -0.41408 -3.86257
N -0.30548 0.16700 -3.14026
C -1.76550 3.46360 1.17294
C -2.92002 4.24561 1.25772
C -3.07081 5.13681 2.29739
C -2.07542 5.26208 3.26898
C -0.92911 4.49800 3.20406
C -0.78294 3.60103 2.15242
H 1.08644 2.86955 2.75723
H 1.44182 1.36022 1.04921
H -3.11094 1.98150 -3.29491
H -2.45959 0.81504 -5.66535
H -0.64722 -0.28552 -6.95768
H 1.40678 -1.05603 -5.74773
H 1.54531 -0.74242 -3.29364
H -3.67986 4.13403 0.49719
H -3.96364 5.74261 2.36277
H -2.20143 5.96392 4.08185
H -0.15469 4.59038 3.95513
S 1.39882 -2.32432 0.14209
C 3.83393 -2.29577 2.59464
C 5.18963 -1.90102 2.87359
N 6.28567 -1.61418 3.06117
C 2.82780 -1.40479 2.62547
S 1.14394 -1.67113 2.20981
C 3.05754 -0.04161 3.01358
N 3.09802 1.07185 3.29743
F 3.46664 -6.67558 1.67977
C 3.27170 -5.65785 0.85320
F 3.47321 -6.07819 -0.39656
F 2.00896 -5.25731 0.98785
S 4.45396 -4.30059 1.11567
O 1.34884 -0.99058 -0.56556
O 3.60275 -3.61909 2.42224
N 0.01528 -3.10166 -0.14549
S -1.29602 -2.25511 -0.07318
O -1.73418 -1.73034 -1.38473
O -1.25362 -1.17866 0.91788
C -2.58670 -3.48517 0.42911
F -2.14613 -4.16412 1.47021
F -2.82712 -4.29375 -0.58425
F -3.67686 -2.81085 0.74963
```